Record 1
104
Properties=species:S:1:pos:R:3:forces:R:3 method="wB97M-V/def2-TZVPD" lumo_ev=-4.6 orbital_gap_ev=5.609 total_charge=+1 molar_mass_g_mol=665.0 homo_ev=-10.167
C -1.0472 -0.4370 7.7005 0.1 0.1 -0.1
C -0.9631 -1.3466 6.4784 0.1 0.0 0.1
O 0.2252 -2.1109 6.5166 0.1 0.0 -0.2
C -2.1464 -2.3333 6.2781 0.3 0.0 0.4
N -3.3943 -2.0569 7.0134 -0.8 0.1 -1.3
C -4.1964 -1.0666 6.7127 0.3 0.0 0.4
N -3.8177 -0.0548 5.8318 -0.3 -0.1 -0.2
N -5.4240 -1.0564 7.3312 0.2 -0.5 -0.1
H -0.7046 -0.9688 8.5893 -0.1 0.0 0.1
H -0.3833 0.4136 7.5604 0.1 0.0 0.0
H -2.0357 -0.0324 7.9166 0.0 -0.1 0.0
H -0.8459 -0.7595 5.5666 -0.2 0.1 0.0
H 0.3751 -2.4358 7.4115 0.0 0.0 0.0
H -1.7902 -3.3034 6.6118 -0.1 -0.1 0.1
H -2.4144 -2.4376 5.2271 0.1 0.1 -0.1
H -3.9328 -2.8698 7.3029 0.4 0.1 0.8
H -3.7997 -0.3821 4.8661 0.0 0.2 -0.1
H -2.9214 0.3682 6.0474 0.1 -0.1 0.0
H -5.4886 -0.7662 8.2920 -0.1 -0.3 0.1
H -6.2650 -1.2174 6.8016 -0.1 0.7 -0.1
C 2.4174 3.4220 6.4148 0.0 0.0 0.0
C 1.7058 2.2457 6.2219 0.0 0.0 0.0
C 2.3051 1.0198 6.4795 0.0 -0.1 0.0
C 3.6164 0.9681 6.9322 0.0 0.0 0.0
C 4.3272 2.1441 7.1259 0.0 0.0 0.0
C 3.7286 3.3695 6.8661 0.0 0.0 0.0
H 1.9525 4.3779 6.2116 0.0 0.0 0.0
H 0.6825 2.2898 5.8651 0.0 0.0 0.0
H 1.7585 0.0969 6.3208 0.0 0.0 0.0
H 4.0844 0.0129 7.1319 0.0 0.0 0.0
H 5.3495 2.1062 7.4785 0.0 0.0 0.0
H 4.2858 4.2852 7.0139 0.0 0.0 0.0
C -0.3166 0.5546 2.5998 0.0 0.0 0.1
C -1.3042 -0.3706 2.2847 -0.1 -0.1 0.1
C -2.1703 -0.1384 1.2244 0.0 0.0 0.0
C -2.0463 1.0235 0.4754 0.0 0.0 0.0
C -1.0610 1.9492 0.7886 0.0 0.0 0.0
C -0.1968 1.7170 1.8504 0.0 0.0 0.0
H 0.3666 0.3730 3.4217 0.0 0.0 0.0
H -1.3935 -1.2885 2.8577 0.1 0.0 0.0
H -2.9372 -0.8607 0.9733 0.0 0.0 0.0
H -2.7147 1.2021 -0.3568 0.0 0.0 0.0
H -0.9634 2.8522 0.2005 0.0 0.0 0.0
H 0.5728 2.4385 2.0916 0.0 0.0 0.0
C -1.8959 -0.5904 -3.6018 0.0 0.0 0.0
C -1.9434 -1.1643 -2.3386 0.0 0.0 0.0
C -2.8625 -2.1686 -2.0674 0.0 0.0 0.0
C -3.7311 -2.6034 -3.0593 0.0 0.0 0.0
C -3.6823 -2.0307 -4.3226 0.0 0.0 0.0
C -2.7665 -1.0230 -4.5927 0.0 0.0 0.0
H -1.1787 0.1930 -3.8133 0.0 0.0 0.0
H -1.2604 -0.8295 -1.5687 0.0 0.0 0.0
H -2.8994 -2.6178 -1.0822 0.0 0.0 0.0
H -4.4444 -3.3904 -2.8501 0.0 0.0 0.0
H -4.3572 -2.3706 -5.0973 0.0 0.0 0.0
H -2.7320 -0.5761 -5.5783 0.0 0.0 0.0
C 2.7303 -0.1777 -5.5997 0.0 0.0 0.0
C 3.3672 0.9019 -6.1967 0.0 0.0 0.0
C 2.6185 1.8795 -6.8372 0.0 0.0 0.0
C 1.2346 1.7820 -6.8767 0.0 0.0 0.0
C 0.5995 0.7032 -6.2772 0.0 0.0 0.0
C 1.3462 -0.2783 -5.6402 0.0 0.0 0.0
H 3.3107 -0.9440 -5.1011 0.0 0.0 0.0
H 4.4463 0.9821 -6.1677 0.0 0.0 0.0
H 3.1156 2.7205 -7.3033 0.0 0.0 0.0
H 0.6517 2.5465 -7.3746 0.0 0.0 0.0
H -0.4806 0.6273 -6.3088 0.0 0.0 0.0
H 0.8492 -1.1214 -5.1762 0.0 0.0 0.0
C 5.2909 -1.2787 -8.5247 0.0 0.0 0.0
C 6.0933 -1.2024 -9.6549 0.0 0.0 0.0
C 7.4710 -1.3295 -9.5408 0.0 0.0 0.0
C 8.0488 -1.5385 -8.2963 0.0 0.0 0.0
C 7.2478 -1.6177 -7.1653 0.0 0.0 0.0
C 5.8711 -1.4854 -7.2807 0.0 0.0 0.0
H 4.2167 -1.1747 -8.6112 0.0 0.0 0.0
H 5.6440 -1.0441 -10.6270 0.0 0.0 0.0
H 8.0949 -1.2661 -10.4230 0.0 0.0 0.0
H 9.1228 -1.6401 -8.2080 0.0 0.0 0.0
H 7.6973 -1.7819 -6.1942 0.0 0.0 0.0
H 5.2472 -1.5442 -6.3982 0.0 0.0 0.0
C 5.7409 7.0562 -7.0230 0.0 0.0 0.0
C 4.5080 7.5534 -7.4225 0.0 0.0 0.0
C 3.6086 6.7292 -8.0845 0.0 0.0 0.0
C 3.9425 5.4071 -8.3428 0.0 0.0 0.0
C 5.1746 4.9086 -7.9423 0.0 0.0 0.0
C 6.0749 5.7344 -7.2834 0.0 0.0 0.0
H 6.4430 7.7003 -6.5094 0.0 0.0 0.0
H 4.2486 8.5843 -7.2189 0.0 0.0 0.0
H 2.6488 7.1174 -8.4001 0.0 0.0 0.0
H 3.2413 4.7644 -8.8610 0.0 0.0 0.0
H 5.4353 3.8772 -8.1455 0.0 0.0 0.0
H 7.0378 5.3480 -6.9750 0.0 0.0 0.0
C -8.1294 -6.2491 5.6854 0.0 0.0 0.0
C -7.0086 -5.4431 5.8247 0.0 0.0 0.0
C -7.1564 -4.1328 6.2573 0.1 0.0 0.0
C -8.4130 -3.6254 6.5545 0.0 0.0 0.0
C -9.5320 -4.4341 6.4149 0.0 0.0 0.0
C -9.3883 -5.7437 5.9791 0.0 0.0 0.0
H -8.0216 -7.2712 5.3479 0.0 0.0 0.0
H -6.0276 -5.8395 5.5960 0.0 0.0 0.0
H -6.2791 -3.5028 6.3635 0.0 0.0 0.0
H -8.5328 -2.6040 6.8969 0.0 0.0 0.0
H -10.5140 -4.0442 6.6464 0.0 0.0 0.0
H -10.2611 -6.3732 5.8683 0.0 0.0 0.0



Record 2
13
Properties=species:S:1:pos:R:3:forces:R:3 method="wB97M-V/def2-TZVPD" de_lowest_kcal_mol=66.3 lumo_ev=1.0 smiles="CCOC1=NC1" orbital_gap_ev=10.879 molar_mass_g_mol=85.1 homo_ev=-9.838
C -1.7769 -1.0677 0.1088 0.0 0.0 0.0
C -1.0443 0.0798 -0.5527 -0.2 -0.1 -0.2
O -0.2034 0.7909 0.3835 0.1 0.1 0.1
C 2.4091 0.9635 0.3944 0.1 0.4 0.2
C 1.0704 0.4819 0.3091 0.3 -0.2 -0.3
N 1.8636 -0.3914 -0.1171 -0.5 0.2 0.0
H -2.3001 -0.7217 1.0038 0.0 0.0 -0.1
H -2.5204 -1.4727 -0.5861 0.1 0.0 0.1
H -1.0852 -1.8675 0.3885 -0.1 0.1 0.0
H -1.7329 0.8402 -0.9310 0.0 -0.2 0.1
H -0.4064 -0.2626 -1.3714 -0.1 0.0 0.0
H 2.9503 0.9736 1.3327 0.0 -0.1 0.1
H 2.7761 1.6537 -0.3625 0.1 -0.1 0.0



Record 3
62
Properties=species:S:1:pos:R:3:forces:R:3 method="wB97M-V/def2-TZVPD" de_lowest_kcal_mol=2.4 lumo_ev=0.7 smiles="CC[C@@H](C)[C@@H](NC(=O)[C@H]1CC[C@@H](C)CC1)C(=O)N[C@H](C(=O)OC)C(C)C" orbital_gap_ev=10.059 molar_mass_g_mol=368.5 homo_ev=-9.318
C -1.8378 -3.4150 -1.0150 0.1 -0.1 -0.1
H -2.1056 -2.4238 -1.3653 -0.1 0.1 0.0
C -0.3266 -3.6101 -1.0238 -0.2 0.1 0.3
H 0.0623 -3.3490 -2.0104 0.1 0.0 -0.1
H -0.1085 -4.6676 -0.8537 0.1 0.0 -0.1
C 0.4300 -2.8034 0.0384 0.2 0.0 -0.3
C 1.9103 -3.1842 -0.0051 -0.3 0.0 0.1
H 2.4606 -2.7115 0.8039 0.2 0.0 0.1
H 2.0186 -4.2616 0.0979 0.0 -0.1 0.0
H 2.3537 -2.8873 -0.9533 0.1 0.0 -0.1
C 0.2441 -1.2808 -0.1463 0.0 -0.1 0.2
N -1.0276 -0.8371 0.3849 0.3 -0.2 0.2
C -1.8815 -0.0635 -0.3231 -0.2 -0.1 0.5
O -1.7319 0.1585 -1.5093 0.0 0.1 -0.4
C -3.0811 0.4449 0.4605 0.0 0.2 -0.5
C -4.3487 -0.1989 -0.1098 0.0 -0.1 0.2
C -5.5961 0.3535 0.5715 0.0 0.1 -0.1
H -6.4839 -0.1059 0.1320 -0.1 0.0 0.1
C -5.6959 1.8780 0.4599 -0.1 0.0 0.1
C -6.0052 2.3293 -0.9659 0.0 -0.1 0.3
H -5.2193 2.0388 -1.6558 0.1 0.0 -0.2
H -6.1081 3.4119 -1.0029 0.0 0.1 -0.1
H -6.9388 1.8860 -1.3059 -0.1 0.0 -0.1
C -4.4115 2.5153 0.9990 0.0 0.0 -0.1
C -3.1602 1.9672 0.3214 0.0 0.0 0.2
H -3.1564 2.2184 -0.7396 0.1 0.0 0.0
H -2.2729 2.4202 0.7714 0.0 0.0 -0.1
H -4.4540 3.5980 0.8631 0.0 0.0 0.1
H -4.3458 2.3187 2.0727 0.0 0.1 0.1
H -6.5273 2.2077 1.0958 0.1 0.0 0.0
H -5.5706 0.0797 1.6299 -0.1 0.0 0.1
H -4.3831 -0.0073 -1.1826 0.1 0.0 -0.1
H -4.3035 -1.2818 0.0317 0.0 0.0 -0.1
H -2.9821 0.1787 1.5180 0.0 0.0 0.0
H -1.0829 -0.8544 1.3932 -0.1 0.1 -0.1
H 0.2577 -1.0192 -1.2084 0.0 0.0 0.1
C 1.3210 -0.4988 0.6164 -0.1 0.0 -0.6
O 1.2340 -0.2945 1.8122 0.0 0.0 0.5
N 2.3425 -0.0503 -0.1334 0.3 0.2 -0.4
H 2.3530 -0.1641 -1.1378 -0.2 0.0 0.1
C 3.4044 0.7684 0.4081 0.0 -0.2 0.4
C 3.9616 1.5918 -0.7402 -0.3 -0.1 0.1
O 3.7896 1.3153 -1.9001 0.1 0.0 -0.1
O 4.6535 2.6454 -0.3193 0.0 0.0 0.4
C 5.2203 3.4711 -1.3311 0.1 0.1 -0.4
H 5.7210 4.2846 -0.8131 0.0 -0.1 0.0
H 4.4368 3.8558 -1.9862 0.1 0.0 0.1
H 5.9319 2.9012 -1.9316 0.0 0.1 0.0
H 2.9842 1.4344 1.1708 0.0 0.0 -0.1
C 4.4956 -0.1045 1.0809 0.1 0.2 -0.1
C 5.2824 -0.9018 0.0446 -0.2 0.0 0.2
H 4.6134 -1.4659 -0.6002 0.0 -0.1 -0.1
H 5.8826 -0.2406 -0.5770 0.1 0.1 -0.1
H 5.9503 -1.6018 0.5410 0.1 -0.1 0.0
C 5.4224 0.7381 1.9494 -0.1 -0.2 0.0
H 5.9530 1.4749 1.3523 0.1 0.1 0.0
H 6.1534 0.0972 2.4365 0.1 0.0 0.1
H 4.8568 1.2593 2.7174 0.0 0.1 0.1
H 3.9539 -0.8004 1.7299 0.0 0.1 -0.1
H 0.0362 -3.0614 1.0277 0.0 0.0 0.0
H -2.2371 -3.5529 -0.0124 -0.1 0.0 0.1
H -2.3072 -4.1427 -1.6735 -0.1 0.0 -0.1



Record 4
18
Properties=species:S:1:pos:R:3:forces:R:3 method="wB97M-V/def2-TZVPD" de_lowest_kcal_mol=21.1 lumo_ev=0.9 smiles="C/C=C(/O)C=C(N)N" orbital_gap_ev=7.870 molar_mass_g_mol=114.1 homo_ev=-6.945
C 2.5524 -1.0418 0.0620 -0.2 0.1 0.0
C 0.6980 0.6648 -0.0486 0.7 0.1 0.0
C -1.6975 -0.0746 -0.0052 0.1 -0.1 0.1
N -2.2773 1.1603 0.1914 -0.1 -0.1 -0.1
N -2.6107 -1.1138 -0.1544 -0.1 0.2 0.0
C -0.3640 -0.3084 -0.0381 -0.2 0.1 0.0
C 2.0026 0.3497 -0.0123 -0.1 0.1 0.0
O 0.3169 1.9951 -0.1190 -0.2 0.0 0.0
H 1.1139 2.5375 -0.1228 -0.1 -0.1 0.0
H -1.6309 1.9250 0.0643 -0.1 0.1 0.0
H -3.1707 1.2920 -0.2580 0.1 0.0 0.0
H -3.4900 -0.9678 0.3195 0.1 -0.1 0.1
H -2.2260 -2.0314 0.0072 -0.1 0.1 0.0
H -0.0389 -1.3342 -0.0866 0.0 -0.1 0.0
H 2.7298 1.1518 -0.0424 0.0 0.2 0.0
H 2.2990 -1.6163 -0.8306 0.1 -0.1 0.0
H 2.1578 -1.5769 0.9262 0.0 -0.1 0.1
H 3.6355 -1.0108 0.1473 0.0 -0.1 0.0



Record 5
21
Properties=species:S:1:pos:R:3:forces:R:3 method="wB97M-V/def2-TZVPD" de_lowest_kcal_mol=86.8 lumo_ev="0.9 / -2.4" orbital_gap_ev="10.013 / 6.714" multiplicity=2 molar_mass_g_mol=117.2 homo_ev="-9.156 / -9.156"
C -1.5321 -0.1608 1.3447 2.3 2.8 -1.6
O -1.6521 1.1967 0.7567 0.8 -0.9 1.2
C -0.0870 -0.2351 2.1339 -1.1 0.5 -0.2
C 1.1052 -0.4262 1.0947 -1.2 0.3 -0.1
C 1.3606 0.6062 -0.1020 0.0 -2.4 0.2
C 1.2764 -0.9586 -2.3110 -0.2 0.6 -0.4
C 0.8819 -0.0837 -1.3418 -0.1 -1.0 -2.0
H -1.5645 -0.6826 0.3796 -0.3 -1.4 1.1
H -2.3534 -0.0511 2.0195 -0.7 -1.2 0.6
H -0.1798 0.6838 2.8244 0.9 -1.2 -1.2
H -0.0548 -1.1448 2.8147 -0.4 1.0 -0.9
H 2.0669 -0.4541 1.6132 -0.3 -0.6 0.3
H 0.8084 -1.4157 0.6132 1.0 1.1 0.7
H 0.8961 1.5508 0.0180 -1.0 0.8 0.2
H 2.3899 0.8438 -0.1698 1.3 -0.1 0.2
H 2.3514 -1.2581 -2.4512 -1.2 0.0 0.1
H 0.4552 -1.2840 -3.1453 2.3 0.8 2.3
H -0.1159 0.1688 -1.5280 -1.3 0.2 -0.1
H -2.4983 1.4618 -2.0129 -0.5 0.5 -0.2
H -1.6619 0.8941 -0.6987 -1.1 0.1 -4.2
O -1.8922 0.7489 -1.8520 0.9 -0.1 4.0



Record 6
13
Properties=species:S:1:pos:R:3:forces:R:3 method="wB97M-V/def2-TZVPD" de_lowest_kcal_mol=63.2 lumo_ev=0.9 smiles=N#C[C@H]1C[C@H]2CN21 orbital_gap_ev=10.513 molar_mass_g_mol=94.1 homo_ev=-9.625
N -2.1381 2.1884 0.2108 0.8 -1.3 0.3
C -1.5527 1.2054 0.4074 -0.3 0.3 -0.6
C -0.7835 -0.0496 0.6537 0.1 -0.5 0.3
C -0.3964 -1.0926 -0.5036 -1.5 1.3 1.4
C 1.0352 -0.7302 -0.1857 0.2 -0.1 -0.2
C 1.2744 0.7093 -0.2860 0.1 0.2 -0.1
N 0.6618 0.1836 0.9418 0.3 0.2 0.5
H -1.2724 -0.5535 1.4843 0.1 0.1 0.2
H -0.9440 -0.6452 -1.3137 0.5 -0.8 -1.5
H -0.6681 -2.1238 -0.2409 -0.1 0.5 -0.3
H 1.8293 -1.4585 -0.0561 -0.1 0.1 -0.1
H 0.6814 1.3145 -0.9687 0.0 -0.1 0.1
H 2.2807 1.0725 -0.1114 -0.1 0.0 0.0